One molecule with the formula C6H8N2O2 in a non-equilibrium geometry, computed with ωB97M-V with the def2-TZVPD basis set.

Structure (ORCA input):
```
! wB97M-V def2-TZVPD RIJCOSX def2/J DEFGRID3
* xyz 0 1
C 0.05314 -0.24907 2.11588
C 1.29209 0.21811 1.57857
C -0.03692 -0.22381 -2.17243
C -1.13586 -0.28771 1.54393
C -1.31210 0.13548 0.02197
C -0.26864 -0.48317 -0.74004
N 2.43165 0.67336 -0.46674
N 1.55993 0.17085 0.33868
O -0.93783 0.52526 -2.83879
O 0.98595 -0.57052 -2.66627
H 0.08271 -0.58409 3.24113
H 2.07158 0.75072 2.18574
H -1.87499 -0.64714 2.16008
H -1.75518 0.50547 -2.32915
H -2.34102 -0.07981 -0.28256
H -1.23669 1.31737 0.07109
H 0.04844 -1.41669 -0.32843
H 2.37372 0.24542 -1.43264
*
```

Calculated values
- HOMO level (alpha / beta) (eV) = -7.864 / -8.024
- frontier orbital gap (alpha / beta) (eV) = 6.85 / 7.21
- energy above the lowest of the compared OMol25 structures with the same formula, charge and spin (kJ/mol) = 539.6
- molar mass (g/mol) = 140.14

---

A 2-piece molecular cluster, C3H8NO overall, computed with ωB97M-V with the def2-TZVPD basis set.

Structure (ORCA input):
```
! wB97M-V def2-TZVPD RIJCOSX def2/J DEFGRID3
* xyz 1 1
C -2.23720 -0.22212 -0.26362
N -1.63726 0.82228 0.11976
H -1.72146 -1.09726 -0.65326
H -3.31457 -0.25981 -0.15090
H -2.20254 1.51858 0.59641
H -0.59095 0.92374 0.08432
C 1.67609 -1.01962 0.73222
C 1.91963 -0.07130 -0.15692
O 0.85645 0.64129 -0.71651
H 2.45999 -1.73334 0.93591
H 0.71324 -1.13036 1.21895
H 2.88409 0.37768 -0.36076
H 1.19450 1.25023 -1.38557
*
```

Calculated values
- HOMO level (eV) = -13.182
- frontier orbital gap (eV) = 8.00
- energy above the lowest of the compared OMol25 structures with the same formula, charge and spin (kJ/mol) = 128.3
- molar mass (g/mol) = 74.10

---

A 2-piece molecular cluster, C5H13NO overall in a non-equilibrium geometry, computed with ωB97M-V with the def2-TZVPD basis set.

Structure (ORCA input):
```
! wB97M-V def2-TZVPD RIJCOSX def2/J DEFGRID3
* xyz 0 1
C -0.36798 2.03198 2.25260
C 0.30714 1.18210 1.14569
C -0.18373 1.47433 -0.28466
N -0.48611 2.74719 -0.62794
O -0.29187 0.55338 -1.06322
H -1.06638 2.75756 1.84352
H 0.36971 2.59518 2.82838
H -0.79549 1.32576 2.96651
H 1.33909 1.55662 1.14311
H 0.24382 0.11317 1.29039
H -1.07728 3.03416 -1.40342
H -0.45284 3.55779 -0.02939
C 0.27070 -3.11949 -0.51155
C 0.29313 -2.62991 -1.96069
H 0.31338 -4.19383 -0.35021
H 1.16070 -2.69036 -0.05095
H -0.65026 -2.81059 -0.02515
H -0.46613 -2.92842 -2.69673
H 1.20919 -3.00902 -2.40970
H 0.33121 -1.54760 -2.05657
*
```

Calculated values
- HOMO level (eV) = -9.710
- SMILES string = CCC(N)=O.CC
- frontier orbital gap (eV) = 10.52
- energy above the lowest of the compared OMol25 structures with the same formula, charge and spin (kJ/mol) = 61.2
- molar mass (g/mol) = 103.16